Density functional theory data (the ωB97M-V functional and the def2-TZVPD basis) for a 10-piece molecular cluster, C20H60O10 overall.

Values from the calculation:
HOMO level: -0.343 Ha
Total charge: 0
Structure (SMILES): CC(C)O.CC(C)O.CC(C)O.CC(C)O.CC(C)O.CO.CO.CO.CO.CO
Frontier orbital gap: 9.43 eV

Positions of all 90 atoms, in Å:
C 1.48595 2.21392 2.82221
O 1.68820 3.06861 1.68013
H 0.48173 2.26274 3.24323
H 1.60942 1.17852 2.50474
H 2.16854 2.50667 3.62000
H 2.48292 2.79207 1.21802
C -0.11700 -0.56234 -0.04082
O -1.23438 0.07958 0.40145
H -0.16965 -1.64945 0.01850
H 0.21560 -0.31174 -1.04813
H 0.74821 -0.30784 0.57134
H -1.18012 1.03250 0.29846
C 1.72479 -4.79618 -1.41096
O 1.89469 -5.72090 -0.41595
H 2.73272 -4.64945 -1.79909
H 1.01290 -5.11788 -2.17111
H 1.32846 -3.84428 -1.05751
H 2.76205 -5.55888 -0.03775
C -1.74878 2.05142 -3.23246
O -1.49216 2.19335 -4.59038
H -0.81259 1.77767 -2.74593
H -2.14350 3.01634 -2.91428
H -2.48390 1.28380 -2.99066
H -1.18062 1.35061 -4.92851
C -1.03089 -5.11614 0.69456
O -0.71523 -6.39573 0.16527
H -0.81786 -4.39662 -0.09602
H -2.02669 -4.98058 1.11659
H -0.32403 -4.92398 1.50173
H 0.20259 -6.32051 -0.10592
C -3.47731 -2.45349 0.60860
C -3.44927 -2.41046 -0.93487
C -4.85871 -2.66026 -1.58395
O -3.14160 -1.09337 -1.26905
H -4.16901 -1.70457 0.99431
H -2.47206 -2.35359 1.01797
H -3.90177 -3.38539 0.98209
H -2.73845 -3.14566 -1.31212
H -5.53823 -1.88864 -1.22208
H -5.23207 -3.65377 -1.33565
H -4.86847 -2.51635 -2.66436
H -2.44055 -0.73809 -0.71778
C -1.86457 4.14280 1.78311
C -1.69871 3.68327 0.29096
C -1.18666 4.87914 -0.57090
O -0.82522 2.63448 0.46889
H -0.93326 4.43738 2.26684
H -2.40447 3.39736 2.36700
H -2.38216 5.10207 1.78556
H -2.61074 3.28295 -0.15182
H -0.89340 4.66350 -1.59832
H -0.35282 5.32749 -0.03071
H -2.02136 5.57787 -0.62710
H -0.00300 3.01565 0.78551
C 3.18513 -1.82967 -5.27588
C 2.23711 -1.41482 -4.09755
C 1.97918 0.05574 -4.17666
O 0.98242 -2.07449 -4.16714
H 2.79087 -1.70939 -6.28493
H 3.35960 -2.90430 -5.22264
H 4.17740 -1.37860 -5.28227
H 2.77044 -1.65406 -3.17754
H 2.92317 0.55249 -3.95256
H 1.27979 0.32036 -3.38361
H 1.75895 0.39567 -5.18861
H 1.16428 -2.94852 -4.52013
C 5.43834 0.46725 1.32527
C 4.64027 0.97477 0.12797
C 3.66737 -0.04164 -0.49456
O 3.93444 2.19635 0.39857
H 6.13016 1.20494 1.73185
H 5.92350 -0.46527 1.03696
H 4.72755 0.15693 2.09117
H 5.41673 1.28795 -0.56998
H 4.07093 -1.00633 -0.80215
H 3.10224 0.37567 -1.32798
H 2.92058 -0.26837 0.26636
H 3.87673 2.65352 -0.44361
C -1.23326 2.79564 5.70150
C -2.48572 2.07853 5.08755
C -2.09952 0.89563 4.14095
O -3.20168 1.48014 6.13650
H -0.51907 2.15803 6.22255
H -1.51744 3.61113 6.36657
H -0.57775 3.23175 4.94769
H -3.09836 2.76844 4.50720
H -1.60935 0.10452 4.70838
H -1.51140 1.18917 3.27144
H -2.98436 0.33903 3.83216
H -3.21722 2.10585 6.86440

Density functional theory data (the ωB97M-V functional and the def2-TZVPD basis) for a 10-piece molecular cluster, C20H60O10S9 overall.

Values from the calculation:
HOMO level: -0.301 Ha
Total charge: 0
Frontier orbital gap: 8.05 eV

Positions of all 99 atoms, in Å:
C -0.29565 1.09130 6.04840
C -0.04665 1.31430 4.60740
O -0.72565 0.42430 3.88640
H -0.27265 0.05730 6.48440
H -1.18065 1.70530 6.40740
H 0.52835 1.64330 6.67840
H 0.96835 1.29230 4.31440
H -0.22165 2.27130 4.09640
H -0.37465 0.55330 3.14440
C -0.70365 1.09530 -0.94260
S 0.86035 0.84530 -0.19460
O 0.51535 0.50530 1.27540
C 1.19935 -0.81770 -0.85460
H -1.24465 0.42930 -0.35260
H -1.03065 1.21530 -1.93360
H -1.23665 2.09330 -0.55760
H 0.49935 -1.54470 -0.52160
H 2.26035 -1.14770 -0.67560
H 0.94735 -0.93870 -1.89360
C -3.26465 0.73430 2.03240
S -4.78765 0.24630 2.83640
O -5.28465 -1.01770 2.09140
C -3.97965 -0.46370 4.30640
H -2.82965 1.65430 2.64440
H -3.48865 0.92030 1.00940
H -2.37065 0.09130 2.09340
H -3.33465 0.34530 4.82940
H -3.62165 -1.40770 3.92640
H -4.90565 -0.74770 4.83740
C 3.83935 -0.63870 -4.37560
S 5.50035 -0.54970 -3.88560
O 6.21635 -0.48570 -5.27160
C 5.50135 1.13230 -3.22760
H 3.38835 -0.38270 -3.53960
H 3.61335 -1.77270 -4.72660
H 3.54635 0.13630 -5.07560
H 4.88135 1.05730 -2.38460
H 5.09435 1.84030 -3.82960
H 6.58335 1.37330 -2.91660
C 5.90135 -0.51270 0.48640
S 5.66535 0.24930 2.08140
O 6.52435 1.57530 1.90740
C 3.96735 0.84530 1.70340
H 4.89535 -1.17070 0.33940
H 6.67735 -1.39870 0.65740
H 5.86635 0.13430 -0.30960
H 3.33235 0.14430 1.60840
H 3.98035 1.58330 0.78240
H 3.71435 1.59630 2.39040
C -2.75765 -3.13170 0.12340
S -2.53865 -4.85070 0.19640
O -1.18465 -5.07870 -0.47260
C -2.28265 -5.12870 1.97340
H -2.91365 -2.58370 -0.91960
H -1.83865 -2.56370 0.49740
H -3.60765 -2.88270 0.85340
H -1.56665 -4.58270 2.37540
H -2.05465 -6.35570 1.97640
H -3.22965 -5.15170 2.57740
C -2.01765 6.28630 1.44740
S -2.17865 4.63730 1.90540
O -2.97565 3.95330 0.71740
C -0.46365 4.22030 1.65140
H -1.52665 6.43030 0.45940
H -1.59565 6.60730 2.41040
H -2.89165 6.70430 1.63740
H -0.10365 4.35730 0.86140
H -0.37465 3.21630 1.77640
H 0.10235 4.62630 2.54840
C -4.70365 1.10630 -1.67960
S -4.65665 1.05330 -3.41960
O -3.17165 0.94530 -3.63860
C -5.36465 -0.58170 -3.59460
H -5.86765 1.24230 -1.38560
H -4.02065 2.01930 -1.44860
H -4.64565 0.32130 -1.02260
H -6.30865 -0.67670 -3.44460
H -5.00265 -1.07070 -2.77560
H -4.98065 -1.19270 -4.40960
C 1.68935 -3.98470 0.71640
S 1.35135 -5.51470 -0.12960
O 2.30435 -5.56370 -1.29060
C 2.14535 -6.56370 1.11740
H 1.28035 -4.05370 1.63940
H 1.27635 -3.26270 0.09340
H 2.77435 -4.06070 1.16840
H 1.54735 -6.42870 2.01240
H 3.11335 -6.05570 1.37840
H 2.11135 -7.59970 0.64440
C 0.75235 3.67530 -4.70060
S -0.39465 2.29530 -4.84460
O -0.55265 2.10330 -6.39260
C 0.73935 1.02530 -4.29260
H 1.23835 3.97030 -3.75560
H 0.11435 4.62430 -4.82960
H 1.41135 3.76030 -5.68860
H 0.05635 0.33930 -4.20660
H 0.99935 1.33730 -3.47260
H 1.49735 0.86330 -4.98160

Density functional theory data (the ωB97M-V functional and the def2-TZVPD basis) for a 9-piece molecular cluster, C20H61N3O11 overall.

Values from the calculation:
HOMO level (alpha / beta): 0.021 / -0.265 Ha
Total charge: -1
Frontier orbital gap (alpha / beta): 1.87 / 9.62 eV
Spin multiplicity: 2

Positions of all 95 atoms, in Å:
C -3.01491 -0.78486 3.58327
O -2.19905 -1.15486 2.40119
H -4.06332 -0.62752 3.32993
H -2.96503 -1.65539 4.23733
H -2.67265 0.11173 4.10006
H -2.28590 -0.60487 1.61915
C -2.23463 3.74520 -2.23175
O -2.15926 4.83680 -3.03802
H -2.16512 4.05868 -1.19012
H -3.22596 3.31067 -2.36046
H -1.44963 3.00092 -2.36560
H -1.69016 4.50301 -3.80622
C -2.69271 -0.96510 -4.90473
O -3.55136 0.07472 -5.41573
H -2.44662 -1.72958 -5.64170
H -1.77674 -0.52139 -4.51460
H -3.13199 -1.37953 -3.99733
H -4.44068 -0.11462 -5.72374
C 3.78931 0.77071 -3.81504
O 2.83739 1.05174 -2.89811
H 3.98209 1.66172 -4.41258
H 4.63721 0.42707 -3.22253
H 3.51320 -0.09774 -4.41309
H 2.36980 0.23963 -2.68972
C 1.19847 0.26810 0.74668
C -0.04711 1.04523 0.28266
C -0.90921 0.22750 -0.78298
O -1.51995 -0.89252 -0.22258
C -2.35659 -1.62115 -1.14553
N -0.70381 1.53704 1.58468
H 1.66911 -0.03807 -0.18759
H 1.01921 -0.57294 1.41647
H 1.93752 0.93365 1.19270
H 0.32515 1.93042 -0.23305
H -0.39313 -0.06570 -1.69720
H -1.69920 0.88895 -1.13864
H -2.73642 -0.86237 -1.82969
H -3.25357 -1.98939 -0.64759
H -1.84481 -2.33835 -1.78725
H -1.01306 0.73850 2.12020
H -1.57124 2.01376 1.38369
C 5.19369 -2.50131 -0.79958
C 3.74076 -2.08193 -0.82180
C 2.94812 -2.28663 -2.17135
O 1.76059 -1.43418 -2.31863
C 0.96641 -1.72344 -3.44673
N 3.10738 -2.86289 0.22366
H 5.60005 -2.10309 0.13014
H 5.79261 -2.13178 -1.63196
H 5.41056 -3.56017 -0.65858
H 3.69257 -0.99811 -0.71642
H 2.89151 -3.33531 -2.46317
H 3.66195 -1.82651 -2.85461
H 1.43380 -1.22208 -4.29424
H -0.02244 -1.29997 -3.27075
H 0.93518 -2.77961 -3.71435
H 3.13535 -3.65776 -0.39882
H 2.14560 -2.66222 0.45780
C -0.66299 4.97058 1.85440
C -2.00766 5.55553 2.35521
C -2.98377 4.38115 2.48159
O -3.44204 3.86444 1.22500
C -4.08034 2.60361 1.25171
N -1.70963 6.29761 3.50859
H -0.87335 4.34458 0.98724
H -0.21379 4.27718 2.56540
H 0.00324 5.78445 1.56827
H -2.42273 6.36553 1.75545
H -3.81778 4.72902 3.09111
H -2.48584 3.57931 3.02676
H -4.16578 2.33820 0.19797
H -5.08005 2.72098 1.66993
H -3.41599 1.87470 1.71583
H -2.57249 6.77877 3.71849
H -0.94759 6.94664 3.37381
C 4.49969 -1.54990 3.14548
C 3.05559 -2.07265 3.46234
O 2.15668 -1.00311 3.64815
O 4.33644 -0.70892 1.98158
H 5.22301 -2.33037 2.90928
H 5.07865 -1.05550 3.92553
H 3.04957 -2.54732 4.44354
H 2.65590 -2.77203 2.72803
H 2.12157 -0.38827 2.91171
H 4.00130 -1.34107 1.34153
C -0.25556 -4.29065 0.51271
C -1.34729 -5.01350 1.33001
O -2.52388 -4.13299 1.61905
O 0.33981 -3.26460 1.15473
H -0.66553 -3.95359 -0.43935
H 0.54427 -4.99965 0.29896
H -0.90965 -5.41401 2.24443
H -1.72608 -5.84255 0.73227
H -2.30258 -3.24121 1.89716
H 0.08812 -2.38277 0.87079

Number 1: total energy -1550.25584 Ha. Number 2: total energy -5133.27977 Ha. Number 3: total energy -1790.21515 Ha.